# 1
Molecular formula: C4H4CdO2
Method: DFT, ωB97M-V/def2-TZVPD

Last column: natural (NBO) charge in e.
Cartesian coordinates (Å):
H (2.5430, 0.4877, 0.0316)  0.352
O (-1.6348, 1.9282, 0.0565)  -0.656
C (-1.4568, 0.5382, 0.0657)  -0.198
C (-0.0423, 0.2133, 0.2341)  0.308
C (1.1414, 0.2256, 0.6801)  -0.068
H (-2.5497, 2.1259, -0.1641)  0.514
H (-1.7876, 0.0609, -0.8742)  0.260
H (-2.0074, 0.0433, 0.8862)  0.271
C (1.7322, -0.4988, -0.3572)  0.360
O (2.1960, -1.6471, -0.4173)  -0.799
Cd (1.8660, -3.4773, -0.1415)  1.655

Lowest unoccupied orbital energy, eV: -12.5
Orbital gap, Eh: 0.2011
Charge: +2

# 2
Molecular formula: C4H4Cl12
Method: DFT, ωB97M-V/def2-TZVPD

Last column: natural (NBO) charge in e.
Cartesian coordinates (Å):
C (5.8395, 9.2816, 7.5619)  -0.257
Cl (4.3398, 10.2571, 7.7975)  -0.008
Cl (5.3695, 7.5699, 7.7252)  0.016
Cl (7.0451, 9.7797, 8.7383)  0.024
H (6.2496, 9.4686, 6.6003)  0.225
C (10.1970, 9.7707, 6.5143)  -0.289
Cl (8.9492, 8.9572, 5.6508)  0.035
Cl (11.6707, 9.8228, 5.5804)  0.024
Cl (10.4586, 9.0420, 8.1296)  0.003
H (9.8862, 10.7714, 6.6694)  0.226
C (7.6175, 13.1201, 4.7819)  -0.290
Cl (8.7348, 12.1469, 3.7868)  -0.005
Cl (7.6709, 12.5079, 6.4494)  0.013
Cl (6.0702, 13.2172, 3.9901)  0.052
H (8.0769, 14.1082, 4.7443)  0.231
C (12.5364, 5.9168, 6.5441)  -0.274
Cl (12.1263, 5.8115, 8.2611)  0.019
Cl (11.1679, 6.1208, 5.4417)  0.028
Cl (13.4058, 4.4403, 6.0702)  0.000
H (13.2530, 6.7089, 6.4683)  0.225

Lowest unoccupied orbital energy, eV: 0.4
Orbital gap, Eh: 0.4170
Charge: 0
SMILES: ClC(Cl)Cl.ClC(Cl)Cl.ClC(Cl)Cl.ClC(Cl)Cl

# 3
Molecular formula: C4H4Cl2
Method: DFT, ωB97M-V/def2-TZVPD

Last column: natural (NBO) charge in e.
Cartesian coordinates (Å):
C (0.3990, 0.7732, 1.6440)  -0.155
C (0.2447, -0.1136, 0.6888)  -0.268
C (-0.2173, 0.1214, -0.6610)  -0.254
C (-0.3577, -0.7971, -1.6362)  -0.185
H (0.7035, 0.5748, 2.6420)  0.217
H (0.4418, -1.1825, 0.9343)  0.238
H (-0.5711, 1.1105, -0.9785)  0.235
H (-0.6455, -0.4962, -2.6221)  0.215
Cl (0.0352, 2.4945, 1.4802)  -0.040
Cl (-0.0327, -2.4851, -1.4917)  -0.004

Lowest unoccupied orbital energy, eV: 0.4
Orbital gap, Eh: 0.3453
Charge: 0
SMILES: Cl/C=C\C=C/Cl

# 4
Molecular formula: C4H4Cl2HoN2O4Pm
Method: DFT, ωB97M-V/def2-TZVPD

Last column: Mulliken charge in e.
Cartesian coordinates (Å):
Ho (-3.7671, -0.5509, -3.2725)  1.968
Pm (-0.2945, -1.0390, 0.3083)  1.690
Cl (-3.0824, 1.7429, -2.7918)  -0.067
Cl (0.9917, -2.0320, -1.6689)  -0.343
C (0.4716, -2.7369, 1.9880)  0.027
C (-4.6613, -0.5819, -1.0959)  0.274
C (-3.0742, -0.8550, -1.1147)  0.163
O (0.7723, -3.5845, 2.7112)  0.093
O (-5.5360, -0.2511, -0.3369)  0.096
O (-2.4789, -0.8316, 0.0111)  -0.336
N (3.1447, 0.3962, 0.3264)  -0.331
C (2.1055, 1.2002, 0.6668)  0.827
N (2.4025, 2.4176, 1.1030)  -0.322
O (0.9192, 0.7021, 0.7428)  -0.609
H (4.1133, 0.7004, 0.1989)  0.281
H (2.9038, -0.4324, -0.2179)  0.115
H (1.6869, 3.0653, 1.3777)  0.248
H (3.3829, 2.6705, 1.0645)  0.226

Lowest unoccupied orbital energy (spin up / spin down), eV: -19.5 / -19.5
Orbital gap (spin up / spin down), Eh: 0.0965 / 0.0990
Charge: +4
Multiplicity: 9
Expectation value of S²: 20.0126

# 5
Molecular formula: C4H4Cl2N3
Method: DFT, ωB97M-V/def2-TZVPD

Last column: natural (NBO) charge in e.
Cartesian coordinates (Å):
C (0.4149, -1.0288, 0.5327)  0.320
C (-0.6787, 0.1727, 2.1960)  0.310
C (-0.7985, 0.9045, -0.2440)  0.438
C (0.6939, -0.0992, -1.7620)  -0.445
N (0.0531, -0.9622, 1.7057)  -0.377
N (-1.1298, 1.1243, 1.5093)  -0.336
N (-0.0062, -0.0764, -0.5240)  -0.378
Cl (-0.7864, 0.0798, 3.8786)  0.174
Cl (-1.4857, 2.0899, -1.1292)  0.301
H (0.9851, -1.8934, 0.1478)  0.241
H (1.5009, 0.7438, -1.7198)  0.251
H (1.1986, -1.0340, -2.0821)  0.265
H (0.0387, -0.0211, -2.5089)  0.236

Lowest unoccupied orbital energy, eV: -5.6
Orbital gap, Eh: 0.3565
Charge: +1
SMILES: C[n+]1cnc(Cl)nc1Cl

# 6
Molecular formula: C4H4Cl2N3O2
Method: DFT, ωB97M-V/def2-TZVPD

Last column: natural (NBO) charge in e.
Cartesian coordinates (Å):
C (-0.1483, -1.0636, 1.5607)  0.237
C (1.7751, -0.7781, 0.3081)  0.438
C (-0.1798, 0.2844, -0.4205)  -0.276
C (-0.9575, -0.8513, 0.2955)  -0.015
N (1.1033, -1.1334, 1.4175)  -0.403
N (1.2758, 0.1616, -0.4564)  -0.471
N (-0.9741, -2.1628, -0.5460)  0.529
O (-1.9639, -2.8141, -0.5403)  -0.241
O (0.1136, -2.3349, -1.0771)  -0.385
Cl (3.3485, -1.1172, 0.2887)  0.274
Cl (-2.6920, -0.4560, 0.7605)  0.075
H (-0.7197, -1.0990, 2.4615)  0.253
H (-0.6705, 0.3069, -1.3502)  0.271
H (-0.5450, 1.1187, 0.0608)  0.253
H (1.8580, 0.7080, -1.0685)  0.462

Lowest unoccupied orbital energy, eV: -6.2
Orbital gap, Eh: 0.3410
Charge: +1
SMILES: O=[N+]([O-])[C@@]1(Cl)C=NC(Cl)=[NH+]C1

# 7
Molecular formula: C4H4Cl2O3S
Method: DFT, ωB97M-V/def2-TZVPD

Last column: natural (NBO) charge in e.
Cartesian coordinates (Å):
C (-0.7071, 0.7447, -0.3802)  0.365
C (-0.7604, -0.0142, 0.9778)  -0.516
C (-0.1750, -1.3845, 0.6634)  -0.537
C (0.0549, 1.9300, -0.5389)  -0.155
O (-1.4329, 0.3094, -1.2756)  -0.567
O (2.2804, -0.2620, 0.0330)  -0.876
O (1.3409, -1.8442, -1.6677)  -0.841
S (1.1386, -0.8572, -0.6329)  1.826
Cl (-0.1516, 2.5744, -2.0835)  0.141
Cl (1.2128, 2.4645, 0.5155)  0.183
H (-0.3662, 0.3194, 1.8517)  0.231
H (-1.8455, -0.0337, 1.1001)  0.254
H (0.1537, -2.0253, 1.4977)  0.252
H (-0.7426, -1.9213, -0.0603)  0.242

Lowest unoccupied orbital energy (spin up / spin down), eV: -2.0 / -2.1
Orbital gap (spin up / spin down), Eh: 0.2645 / 0.2561
Charge: 0

# 8
Molecular formula: C4H4Cl2S
Method: DFT, ωB97M-V/def2-TZVPD

Last column: natural (NBO) charge in e.
Cartesian coordinates (Å):
C (-1.0480, -0.0963, 1.4498)  -0.724
C (1.4218, -0.9546, -2.4178)  -0.249
C (-0.7843, 0.9950, 0.5548)  -0.127
C (1.8633, -0.6997, -1.3225)  -0.129
S (0.3078, 2.1783, 0.8183)  0.071
Cl (-1.7708, 1.0644, -0.8802)  0.027
Cl (2.4090, -0.1425, 0.1461)  0.122
H (-1.3356, 0.2108, 2.4735)  0.261
H (-0.1677, -0.6567, 1.5629)  0.255
H (0.9268, -1.1550, -3.3899)  0.259
H (-1.8224, -0.7437, 1.0050)  0.233

Lowest unoccupied orbital energy, eV: -0.5
Orbital gap, Eh: 0.3142
Charge: 0
SMILES: CC(=S)Cl.C#CCl

# 9
Molecular formula: C4H4Cl4
Method: DFT, ωB97M-V/def2-TZVPD

Last column: natural (NBO) charge in e.
Cartesian coordinates (Å):
C (-0.1423, 1.3659, 0.3537)  -0.211
C (-1.1595, 1.9456, -0.3088)  -0.075
C (-2.7953, -1.5711, 0.3751)  -0.185
C (0.2758, -0.0912, 0.2008)  -0.642
Cl (-2.1446, 1.4093, -1.7234)  -0.008
Cl (-1.6715, 3.5204, 0.1434)  0.027
Cl (-3.4153, -1.4355, 1.9294)  0.065
Cl (-3.9402, -1.3035, -0.7557)  0.124
H (0.3885, 1.8421, 1.1012)  0.224
H (-0.1819, -0.7695, 0.9744)  0.240
H (1.3997, -0.1262, 0.3426)  0.214
H (0.0538, -0.5144, -0.7365)  0.228

Lowest unoccupied orbital energy, eV: -0.9
Orbital gap, Eh: 0.3100
Charge: 0

# 10
Molecular formula: C4H4ClF3
Method: DFT, ωB97M-V/def2-TZVPD

Last column: natural (NBO) charge in e.
Cartesian coordinates (Å):
C (0.9542, -1.6199, 0.9932)  -0.644
C (0.6498, -0.4517, 0.1925)  -0.229
C (1.6013, 0.1780, -0.4924)  0.309
C (-0.7307, 0.0557, 0.2359)  0.691
H (2.0884, -1.7442, 0.9944)  0.239
H (0.5660, -1.5547, 2.0470)  0.234
H (0.4914, -2.5281, 0.5942)  0.236
H (1.4880, 1.0839, -1.0774)  0.186
F (2.8496, -0.0398, -0.2344)  -0.307
F (-0.9184, 1.0546, 1.1666)  -0.334
F (-1.6178, -0.9220, 0.5518)  -0.320
Cl (-1.3119, 0.8786, -1.2641)  -0.061

Lowest unoccupied orbital energy, eV: 0.8
Orbital gap, Eh: 0.4000
Charge: 0
SMILES: C/C(=C\F)C(F)(F)Cl

Q: Which value of charge does entry 1 give?
A: +2

Q: What is the charge in the third record?
A: 0

Q: charge of number 1 (C4H4CdO2)?
A: +2